Molecular formula: C17H25N2O6S2Tc
Method: DFT, the ωB97M-V functional and the def2-TZVPD basis

```
! RIJCOSX wB97M-V def2-TZVPD def2/J DEFGRID3
* xyz 0 3
Tc -0.05 -0.18 -0.21
C -7.32 2.29 -3.86
C -6.22 1.41 -3.32
C -6.46 0.50 -2.30
C -5.45 -0.31 -1.81
C -4.17 -0.20 -2.34
C -3.92 0.69 -3.37
C -4.93 1.49 -3.86
S -2.85 -1.17 -1.66
O -3.47 -2.25 -0.94
O -1.95 -1.47 -2.75
N -2.11 -0.12 -0.68
C -2.98 0.25 0.43
C -2.24 0.74 1.63
O -2.70 1.07 2.67
O -0.84 0.90 1.42
H -8.24 2.17 -3.30
H -7.53 2.06 -4.91
H -7.03 3.35 -3.81
H -7.46 0.42 -1.89
H -5.65 -1.03 -1.03
H -2.92 0.75 -3.80
H -4.73 2.18 -4.66
H -3.59 -0.58 0.79
H -3.67 1.06 0.16
N 4.15 -0.98 0.81
C 2.88 -0.59 1.03
O 2.16 -0.31 0.06
C 2.40 -0.52 2.45
C 1.18 0.36 2.55
H 4.47 -1.10 -0.14
H 4.74 -1.26 1.57
H 3.22 -0.16 3.08
H 2.16 -1.54 2.77
H 1.39 1.37 2.18
H 0.89 0.46 3.61
C 2.13 -3.09 -2.46
C 0.76 -2.55 -2.13
O 0.76 -1.11 -2.02
C 0.77 -0.44 -3.30
C 0.71 1.05 -3.07
H 2.14 -4.17 -2.33
H 2.88 -2.66 -1.80
H 2.43 -2.88 -3.49
H 0.42 -2.91 -1.16
H 0.00 -2.83 -2.86
H -0.10 -0.79 -3.87
H 1.68 -0.73 -3.82
H -0.23 1.34 -2.60
H 0.77 1.57 -4.03
H 1.54 1.39 -2.45
S -0.65 -1.76 2.00
C 0.02 -0.21 1.80
*
```

- Kohn-Sham gap (spin up / spin down): 7.047 / 7.405 eV
- ΔE to the lowest compared entry with this formula, charge and spin: 14.41 kcal/mol
- HOMO energy (spin up / spin down): -6.75 / -7.12 eV